{
  "formula": "C24H30N2OSiY",
  "method": "ωB97M-V/def2-TZVPD",
  "charge": 1,
  "homo_lumo_gap_ev": 6.803,
  "e_tot_ev": -39319.6331,
  "e_homo_ev": -10.56,
  "elements": ["Y", "C", "Si", "C", "C", "N", "C", "C", "C", "C", "C", "C", "O", "C", "C", "C", "C", "C", "C", "H", "H", "H", "H", "H", "H", "H", "H", "H", "H", "H", "H", "H", "H", "H", "H", "H", "H", "C", "N", "C", "C", "C", "C", "C", "C", "C", "C", "H", "H", "H", "H", "H", "H", "H", "H", "H", "H", "H", "H"],
  "xyz": [[0.287, 0.732, -0.164], [0.278, 2.260, -2.909], [-0.852, 0.769, -3.227], [-0.541, 0.340, -5.022], [-2.665, 1.163, -2.989], [-0.337, -0.348, -1.982], [-0.445, -1.734, -2.031], [-0.938, -2.474, -3.108], [-0.970, -3.860, -3.079], [-0.507, -4.554, -1.974], [-0.018, -3.850, -0.881], [-0.001, -2.475, -0.931], [0.469, -1.672, 0.155], [1.250, -2.341, 1.110], [2.620, -2.367, 0.935], [3.411, -2.971, 1.903], [2.821, -3.548, 3.020], [1.439, -3.539, 3.162], [0.641, -2.936, 2.199], [-0.139, 3.160, -3.366], [1.244, 2.075, -3.385], [0.466, 2.574, -1.871], [-0.555, 1.263, -5.606], [-1.317, -0.306, -5.435], [0.427, -0.139, -5.181], [-2.976, 1.981, -3.644], [-2.900, 1.436, -1.959], [-3.274, 0.292, -3.245], [-1.301, -1.953, -3.983], [-1.357, -4.401, -3.932], [-0.525, -5.634, -1.951], [0.349, -4.381, -0.013], [3.058, -1.937, 0.041], [4.485, -2.996, 1.780], [3.436, -4.020, 3.773], [0.978, -4.008, 4.020], [-0.439, -2.939, 2.280], [-0.458, 0.429, 3.004], [0.758, 0.947, 2.343], [1.941, 0.373, 3.013], [0.805, 2.424, 2.530], [-0.310, 3.155, 1.814], [-0.888, 4.243, 2.456], [-1.865, 4.990, 1.811], [-2.257, 4.635, 0.530], [-1.687, 3.532, -0.092], [-0.702, 2.746, 0.524], [-0.437, 0.657, 4.075], [-0.511, -0.651, 2.883], [-1.346, 0.895, 2.577], [1.999, 0.733, 4.045], [2.851, 0.673, 2.492], [1.880, -0.711, 3.027], [1.778, 2.766, 2.162], [0.783, 2.639, 3.605], [-0.576, 4.513, 3.458], [-2.316, 5.839, 2.308], [-3.015, 5.214, 0.016], [-2.029, 3.292, -1.094]],
  "nbo_charge": [2.2905, -1.1188, 1.7837, -1.1283, -1.1331, -1.3478, 0.1156, -0.2384, -0.1913, -0.2107, -0.2735, 0.2795, -0.6486, 0.3328, -0.2748, -0.1861, -0.2054, -0.1784, -0.2945, 0.2736, 0.2525, 0.1893, 0.2525, 0.2445, 0.2497, 0.2489, 0.2373, 0.2526, 0.2178, 0.2266, 0.2266, 0.2312, 0.2296, 0.2347, 0.2357, 0.2345, 0.2404, -0.4418, -0.5516, -0.4234, -0.2397, -0.0622, -0.2142, -0.1822, -0.2341, -0.1303, -0.7275, 0.2113, 0.2146, 0.2342, 0.2032, 0.2072, 0.2239, 0.2097, 0.2027, 0.2131, 0.2245, 0.2215, 0.1908]
}